Formula: C2H6O3S
Source: the OMol25 dataset
Level of theory: wB97M-V/def2-TZVPD

Output
net charge	0
SMILES	O=COCS.O
spin multiplicity	1
frontier orbital gap	10.5	eV

Atoms and positions in Å:
O 1.143 0.176 0.646
C 0.950 -0.884 0.100
O -0.219 -1.336 -0.244
C -1.421 -0.731 0.116
S -2.912 -1.614 -0.437
H 1.762 -1.544 -0.263
H -1.463 0.287 -0.317
H -1.648 -0.648 1.196
H -2.879 -2.680 0.391
O 2.461 3.249 -0.194
H 1.603 2.860 0.091
H 2.623 2.865 -1.085

Formula: C2H6O3S2
Source: the OMol25 dataset
Level of theory: wB97M-V/def2-TZVPD

Output
net charge	0
spin multiplicity	3
<S²>	2.0054
frontier orbital gap (spin up / spin down)	6.7 / 6.9	eV

Atoms and positions in Å:
C -1.871 0.354 0.102
C -0.649 -0.114 -0.609
O 0.809 0.563 1.526
O 0.888 1.998 -0.514
O 2.123 -1.815 0.374
S 2.536 -0.497 -0.535
S 0.834 0.668 0.022
H -2.537 -0.370 0.233
H -1.457 0.769 0.963
H -2.270 1.109 -0.546
H -0.520 0.231 -1.720
H -0.490 -1.207 -0.525
H 2.605 -1.689 1.230

Formula: C2H6O4
Source: the OMol25 dataset
Level of theory: wB97M-V/def2-TZVPD

Output
net charge	0
SMILES	COOC(O)O
spin multiplicity	1
frontier orbital gap	11.4	eV

Atoms and positions in Å:
C -0.947 -1.208 1.151
O 0.400 -0.883 0.918
O 0.641 -0.489 -0.607
C 0.631 0.846 -0.368
O -0.547 1.487 -0.375
O 1.298 1.079 -1.812
H -1.289 -2.015 0.495
H -1.608 -0.340 1.049
H -0.979 -1.554 2.187
H 1.288 1.228 0.418
H -1.023 1.251 -1.186
H 2.134 0.598 -1.870

Formula: C2H6OS
Source: the OMol25 dataset
Level of theory: wB97M-V/def2-TZVPD

Output
net charge	0
SMILES	C=CO.S
spin multiplicity	1
frontier orbital gap	9.5	eV

Atoms and positions in Å:
C 2.775 1.943 -0.437
C 1.905 0.953 -0.047
O 1.226 1.031 1.195
H 3.355 1.766 -1.336
H 3.093 2.882 0.083
H 1.601 0.246 -0.799
H 0.365 0.498 1.164
S -2.602 -1.704 -0.424
H -1.749 -1.219 0.478
H -2.931 -2.537 0.534

Formula: C2H6OS
Source: the OMol25 dataset
Level of theory: wB97M-V/def2-TZVPD

Output
net charge	0
spin multiplicity	1
frontier orbital gap	10.8	eV

Atoms and positions in Å:
C -0.904 0.770 0.864
C 0.062 -0.341 0.387
O -0.261 -1.404 0.104
S 1.698 0.290 0.145
H -0.555 1.705 0.483
H -1.260 1.013 1.851
H -1.806 0.513 0.289
H 0.174 -0.695 -2.404
H 0.328 -0.992 -1.463
H 2.525 -0.860 -0.256

Formula: C2H6OS2
Source: the OMol25 dataset
Level of theory: wB97M-V/def2-TZVPD

Output
net charge	0
SMILES	CC=O.SS
spin multiplicity	1
frontier orbital gap	9.5	eV

Atoms and positions in Å:
C 1.021 1.819 -0.503
C -0.366 1.633 0.065
O -0.720 0.769 0.811
H 1.814 1.142 -0.205
H 0.945 1.828 -1.589
H 1.296 2.806 -0.109
H -1.106 2.361 -0.297
S -1.299 -2.286 -0.242
S -0.887 -4.263 0.473
H 0.011 -1.938 -0.160
H -0.709 -3.871 1.756

Electronic energy list, top to bottom, in eV: -19148.3254 -29978.4691 -10357.1012 -15052.4028 -15051.2216 -25888.4657
Relative energy (zero: lowest compared OMol25 entry of this formula, charge and spin) list, top to bottom, in kcal per mole: 15.6 29.1 99.8 23.7 51.0 5.3